[1]
The following is a DFT calculation (the ωB97M-V functional and the def2-TZVPD basis) of a cluster of 4 separate species, CH10O3S2 in total.

Results
DFT total energy = -1066.109853 Ha
Relative energy (zero: lowest compared OMol25 entry of this formula, charge and spin) = 2.176 eV
SMILES = CSS.O.O.O
Gap between HOMO and LUMO = 8.66 eV

Element x y z (Å)
C 4.518 1.464 1.321
S 2.752 1.275 0.624
S 2.973 -0.602 -0.287
H 4.903 2.087 2.077
H 5.101 1.534 0.353
H 4.664 0.574 1.963
H 4.325 -0.777 -0.161
H -4.599 2.413 -2.502
H -4.390 1.841 -1.153
O -5.179 2.059 -1.645
H -1.375 -3.290 -1.528
H -0.822 -2.180 -0.858
O -1.633 -2.475 -1.179
H -3.128 -1.747 0.829
H -4.111 -0.605 1.002
O -3.999 -1.573 1.144


[2]
The following is a DFT calculation (the ωB97M-V functional and the def2-TZVPD basis) of a cluster of 4 separate species, CH10O3S2 in total.

Results
DFT total energy = -1066.164746 Ha
Relative energy (zero: lowest compared OMol25 entry of this formula, charge and spin) = 0.682 eV
SMILES = CSS.O.O.O
Gap between HOMO and LUMO = 9.71 eV

Element x y z (Å)
C -0.752 1.210 1.639
S -0.449 -0.571 1.570
S 1.519 -0.649 1.140
H -0.421 1.528 2.618
H -0.127 1.779 0.945
H -1.764 1.552 1.487
H 2.177 -0.157 2.212
H -1.553 -2.548 -0.340
H -0.873 -3.387 -1.570
O -1.661 -3.105 -1.112
H -0.129 -0.122 -1.178
H 0.127 -0.362 -2.621
O 0.035 0.363 -1.994
H -0.100 2.760 -2.855
H 0.221 3.743 -3.836
O 0.286 3.650 -2.861


[3]
The following is a DFT calculation (the ωB97M-V functional and the def2-TZVPD basis) of a cluster of 5 separate species, CH10O5 in total.

Results
DFT total energy = -420.232845 Ha
Relative energy (zero: lowest compared OMol25 entry of this formula, charge and spin) = 1.359 eV
SMILES = C=O.O.O.O.O
Gap between HOMO and LUMO = 11.02 eV

Element x y z (Å)
O -0.811 0.396 1.235
C -1.153 1.018 0.265
H -1.903 1.777 0.375
H -0.937 0.861 -0.782
H -1.080 -1.748 2.146
H -0.386 -2.820 2.954
O -0.996 -2.734 2.186
H 2.363 2.542 0.616
H 1.292 3.656 0.239
O 1.943 3.026 -0.110
H 0.094 -0.264 -2.303
H -1.050 -1.386 -2.394
O -0.680 -0.622 -2.721
H 1.211 -0.807 0.006
H 0.642 -1.785 -0.828
O 1.452 -1.111 -0.884


[4]
The following is a DFT calculation (the ωB97M-V functional and the def2-TZVPD basis) of a structure of composition CH10Si3.

Results
DFT total energy = -912.433199 Ha
Relative energy (zero: lowest compared OMol25 entry of this formula, charge and spin) = 0.781 eV
Gap between HOMO and LUMO = 9.76 eV

Element x y z (Å)
C -0.121 -0.600 0.122
Si -1.579 1.378 -0.341
Si 0.865 -1.116 -1.499
Si 0.787 -0.138 1.827
H -0.841 -1.446 0.191
H -2.777 1.094 0.351
H -1.595 1.666 -1.762
H -1.019 2.773 0.230
H 1.329 -2.434 -1.172
H 0.248 -1.152 -2.857
H 2.152 -0.421 -1.640
H -0.273 0.534 2.629
H 1.902 0.754 1.717
H 1.340 -1.309 2.363


[5]
The following is a DFT calculation (the ωB97M-V functional and the def2-TZVPD basis) of a cluster of 4 separate species, CH11N3O3 in total.

Results
DFT total energy = -434.648424 Ha
Relative energy (zero: lowest compared OMol25 entry of this formula, charge and spin) = 1.968 eV
SMILES = N=C(N)N.O.O.O
Gap between HOMO and LUMO = 9.10 eV

Element x y z (Å)
N -0.724 -1.583 0.283
C 0.479 -1.016 0.097
N 1.588 -1.798 -0.498
N 0.536 0.205 0.659
H -1.072 -2.221 -0.445
H -1.388 -1.107 0.936
H 2.501 -1.301 -0.393
H 1.751 -2.633 0.073
H 0.061 0.226 1.565
H -3.600 1.146 1.423
H -2.372 0.924 0.493
O -2.935 0.390 1.084
H 2.730 1.264 -1.355
H 2.081 0.806 -0.086
O 2.988 0.950 -0.503
H -1.156 2.559 -1.356
H -0.273 1.448 -1.066
O -1.196 1.742 -0.910


[6]
The following is a DFT calculation (the ωB97M-V functional and the def2-TZVPD basis) of a cluster of 4 separate species, CH11N3O3 in total.

Results
DFT total energy = -434.714254 Ha
Relative energy (zero: lowest compared OMol25 entry of this formula, charge and spin) = 0.177 eV
SMILES = N=C(N)N.O.O.O
Gap between HOMO and LUMO = 9.76 eV

Element x y z (Å)
N 0.578 -0.412 -1.820
C 1.050 -0.014 -0.598
N 2.218 -0.614 -0.191
N 0.548 0.937 0.122
H 0.770 -1.351 -2.106
H -0.252 0.050 -2.158
H 2.343 -0.531 0.814
H 2.603 -1.326 -0.784
H -0.173 1.458 -0.369
H -2.581 -0.056 -0.833
H -3.268 0.129 -2.180
O -2.421 0.243 -1.738
H 1.273 -0.056 3.334
H 1.013 0.641 1.984
O 1.738 0.347 2.584
H -2.062 0.094 2.056
H -1.281 0.451 0.782
O -2.096 0.011 1.102


So what do the calculations give for largest force on an atom? Going down the list: 5.00, 1.80, 4.29, 3.96, 3.95, 1.37 eV/Å.